Here is a structure of composition C35H70O17 in a non-equilibrium geometry from the Open Molecules 2025 dataset. Energies are from the ωB97M-V functional and the def2-TZVPD basis.

The geometry in XYZ format:
```
122
Properties=species:S:1:pos:R:3:forces:R:3:lowdin_charge:R:1
C -13.29140 -12.16058 12.37057 -1.6323 -1.2263 4.5846 -0.13
C -12.77952 -11.98280 13.81513 -0.4960 -1.7653 -1.1047 -0.29
O -11.56143 -11.92193 13.98248 -1.9591 0.4902 0.3743 -0.06
C -13.77474 -12.05294 14.96515 2.7706 -1.1752 -6.7443 -0.10
H -12.65774 -11.71751 11.60229 -1.3255 -2.5354 0.6981 0.06
H -14.26705 -11.70704 12.19590 2.9969 -1.0433 7.4292 0.02
H -13.43699 -13.21105 12.11874 -2.9616 0.3431 1.1076 0.16
H -13.46613 -11.43393 15.80758 1.5393 -2.0975 -3.6965 0.01
H -13.81198 -13.10918 15.23173 1.6716 2.4523 -0.6916 0.03
H -14.80102 -11.76934 14.73191 1.7281 -0.5085 -0.8398 0.09
O -14.64228 -6.81474 17.14541 1.5901 -0.8200 -0.1346 0.10
C -13.65159 -7.48800 17.40810 -1.0518 -0.8027 1.4228 -0.47
O -13.43682 -8.76816 17.03792 -2.8582 2.4664 3.1436 -0.09
C -14.32817 -9.49413 16.23129 -0.6997 3.2732 3.0459 -0.22
C -15.52723 -9.99705 17.13427 0.6610 2.0034 1.2697 -0.02
C -12.51750 -7.06692 18.36343 0.2552 0.8226 -0.8118 0.04
H -13.80021 -10.32357 15.76076 0.2512 3.6993 -0.0662 0.09
H -14.75595 -8.93756 15.39743 3.4389 2.8719 3.0989 0.09
H -15.17425 -10.54820 18.00589 -0.5281 0.9866 0.2435 0.10
H -16.19668 -10.65291 16.57768 1.8802 0.7590 1.3565 0.05
H -16.11225 -9.15631 17.50709 0.7321 0.3224 0.0971 0.09
H -12.17333 -7.79175 19.10118 -0.7458 -0.1908 0.0282 0.08
H -12.72371 -6.09071 18.80227 -0.3166 -0.2613 0.1930 0.08
H -11.59584 -6.89600 17.80717 0.0007 -0.0346 -0.5143 0.08
O -13.96823 -11.40981 16.94203 1.0733 -4.9437 9.5402 -0.05
C -13.19844 -11.90516 17.72933 0.7191 -1.0929 -0.9473 -0.37
O -12.25987 -12.89585 17.42559 -2.6508 -0.8387 -0.1410 -0.03
C -12.15063 -13.50534 16.13079 1.5637 -2.2288 -0.2870 -0.19
C -13.21063 -14.57109 15.95653 1.5718 0.0202 0.2824 -0.07
C -13.05833 -11.50987 19.13199 -0.8444 -0.5382 1.3656 0.04
H -11.24104 -14.09929 16.04153 0.8085 0.5281 1.0310 0.14
H -12.07281 -12.78897 15.31295 0.5759 -0.9474 1.9102 0.07
H -13.11241 -15.34462 16.71817 -0.1993 0.0206 0.1537 0.12
H -13.07415 -15.04722 14.98556 -0.0379 -0.0044 -0.1686 0.12
H -14.16164 -14.03945 15.98912 2.5807 -2.2945 0.7372 -0.04
H -12.61884 -10.52042 19.25819 -1.0957 -0.3101 0.0545 0.09
H -12.42047 -12.23988 19.63029 -0.1529 0.1840 0.2172 0.12
H -14.07424 -11.55788 19.52407 0.0191 0.1419 0.4103 0.11
O -8.82173 -10.63936 11.44354 -0.6524 0.7208 -0.4834 0.09
C -9.27932 -10.23347 12.48119 0.8913 0.7157 0.7369 -0.51
O -10.34920 -9.40226 12.61833 3.2108 0.4310 -1.6643 -0.09
C -11.19057 -9.08460 11.53325 0.4884 0.4197 -1.1138 -0.13
C -12.36625 -10.04367 11.40040 6.0756 2.8240 0.5519 -0.16
C -8.66659 -10.60368 13.83542 0.3182 -0.3632 -3.1059 0.03
H -10.59214 -9.07181 10.62231 0.0717 0.1217 -0.0004 0.13
H -11.56626 -8.07845 11.71935 0.3351 0.1500 0.0058 0.13
H -12.31208 -10.77379 12.20792 1.6576 2.8946 -0.7207 0.06
H -12.19987 -10.51150 10.43006 -0.2489 0.4089 0.5079 0.12
H -13.28673 -9.46216 11.45193 5.3113 -0.4965 0.5301 0.00
H -7.92580 -11.27816 13.40600 0.3029 -0.3389 0.8878 0.10
H -9.40772 -11.07117 14.48371 0.7240 -0.0298 -0.8044 0.06
H -8.16991 -9.73823 14.27404 -0.3013 -0.2043 0.1034 0.10
O -9.53741 -10.22969 15.97773 -3.6067 1.2046 3.7129 0.01
C -10.56599 -10.16524 16.70197 3.8431 -1.3499 -1.3902 -0.40
O -11.61003 -9.40645 16.49173 1.7602 -1.4346 -0.6101 0.00
C -11.84433 -8.69983 15.30126 1.7808 1.3051 -2.3555 -0.10
C -12.13293 -9.53266 14.04766 -1.6315 0.8356 2.6754 -0.03
C -10.72246 -10.97041 17.96979 1.6724 2.5719 0.9451 0.03
H -10.92768 -8.19321 14.99928 0.4189 0.1923 0.2911 0.14
H -12.54204 -7.89500 15.53265 0.2384 -0.4959 -0.5625 0.13
H -11.22869 -10.05355 13.73283 -1.8116 0.4048 1.2808 0.07
H -12.52490 -8.90076 13.25070 0.4948 0.6043 0.7151 0.11
H -12.93322 -10.24945 14.23161 0.1404 1.0724 0.3007 0.07
H -9.77793 -11.00557 18.51269 0.3964 -0.5101 -0.5688 0.11
H -11.24379 -11.92450 17.89216 2.0073 1.0462 0.0380 0.04
H -11.27528 -10.31347 18.64130 0.4185 -0.0119 -0.5089 0.06
O -15.33226 -10.38688 14.94407 -5.7480 -0.9712 -7.2383 -0.09
C -15.66317 -9.37792 14.35538 -2.6843 -1.3163 -1.0537 -0.48
O -15.45301 -9.14393 13.10004 -0.0348 1.9231 -1.9450 0.13
C -14.66165 -9.96735 12.26583 -2.2406 0.7544 1.5282 -0.13
C -14.54670 -9.40118 10.81494 -4.9642 5.9048 0.0343 -0.13
C -16.48790 -8.27829 14.94722 0.3896 3.5114 -1.4972 -0.01
H -15.03456 -10.98266 12.40074 -2.3276 2.2737 0.0872 0.13
H -13.65787 -10.04615 12.68333 -2.0545 0.4326 0.6463 0.07
H -14.54008 -8.31167 10.84676 0.4115 0.7365 0.5469 0.15
H -15.43691 -9.59887 10.21782 -0.7960 1.1018 0.3550 0.12
H -13.68084 -9.73939 10.24573 -1.5494 1.9325 -0.8209 0.11
H -17.54367 -8.30023 14.67707 0.1467 -0.1578 -0.6791 0.13
H -16.23272 -7.30441 14.52942 0.7918 0.0226 -0.0901 0.13
H -16.40636 -8.22159 16.03268 0.6921 0.8952 -0.7701 0.09
O -16.32755 -10.56091 8.63642 0.7458 -0.5281 -0.2275 0.08
C -16.58436 -11.64644 9.11675 -0.6696 1.3086 0.7668 -0.48
O -15.85211 -12.21955 10.10617 -0.8516 -0.4620 -1.3363 0.06
C -14.55951 -11.65226 10.38943 -0.5850 -2.3787 -2.7613 -0.21
C -13.40661 -12.25826 9.61977 -2.0845 4.7070 -0.8281 -0.04
C -17.93704 -12.26781 8.85955 0.3280 -0.8452 0.3998 0.02
H -14.34967 -11.86556 11.43756 -2.5916 -1.5000 -8.6614 -0.03
H -14.57558 -10.56600 10.30058 -0.6571 -5.9342 -2.0647 -0.04
H -13.31415 -13.33981 9.71879 -3.8689 4.6766 1.7275 -0.06
H -12.45816 -11.79402 9.89004 -1.0376 -0.1866 -0.8059 0.09
H -13.53386 -12.08193 8.55168 -0.5442 0.4353 0.2650 0.10
H -17.98328 -12.80846 7.91422 0.3021 -0.0694 0.0270 0.09
H -18.71284 -11.50483 8.79560 0.2835 0.1022 0.2207 0.09
H -18.12177 -12.96534 9.67652 -0.3340 -0.0553 -0.1651 0.08
O -13.20263 -14.56930 9.51353 0.9144 -7.1976 0.6877 0.10
C -12.20026 -13.90943 9.33104 4.1375 -1.1576 -2.0308 -0.56
O -11.32711 -13.39109 10.23438 0.6875 -1.8159 -1.1653 0.00
C -11.47430 -13.63895 11.65875 1.9556 -2.5202 -0.2646 -0.18
C -10.26040 -13.14827 12.40432 0.4462 -0.3003 -0.7285 -0.03
C -11.87666 -13.57635 7.86203 1.5886 -0.8424 0.5866 0.05
H -11.54331 -14.71468 11.82042 -0.2038 -0.3431 -0.2541 0.14
H -12.39974 -13.16990 11.99290 4.8341 -2.5148 -1.2052 -0.02
H -9.32451 -13.67572 12.21992 -0.1038 -0.2588 -0.4386 0.10
H -10.52491 -13.22198 13.45916 0.9266 -0.4117 -0.6319 0.08
H -10.10869 -12.10800 12.11636 -0.0168 -0.6621 0.4168 0.05
H -12.08928 -14.49021 7.30728 -0.3671 0.1810 -0.0591 0.10
H -10.80257 -13.42576 7.75368 -0.0257 0.4415 -0.0681 0.09
H -12.45540 -12.72144 7.51231 0.4787 -0.5640 -0.1552 0.08
O -17.98222 -13.99224 15.47851 1.4286 1.8705 0.0305 0.08
C -16.99610 -13.25099 15.62179 -2.1658 -3.4532 -0.0485 -0.47
O -17.03867 -11.98835 15.92280 0.6397 0.4327 -0.0737 -0.04
C -18.21797 -11.20602 15.93128 -1.2786 -0.7746 -0.3177 -0.16
C -17.91754 -9.81645 16.44504 -2.9435 -1.5925 0.7037 -0.11
C -15.58187 -13.76977 15.57983 -5.6937 -1.1136 -0.3791 -0.04
H -18.91875 -11.73145 16.58007 -0.2201 0.1483 0.0470 0.13
H -18.63345 -11.27123 14.92568 -0.1020 0.3169 -0.1477 0.14
H -18.89470 -9.34790 16.56214 -0.3371 0.1953 -0.0624 0.11
H -17.32953 -9.17350 15.79009 -1.9860 -2.7948 2.3279 -0.04
H -17.51014 -9.99934 17.43936 -1.0729 0.6445 -0.2179 0.09
H -15.25159 -13.90498 16.60975 -1.1394 0.9083 0.1764 0.13
H -15.02524 -13.09695 14.92746 -1.8776 -1.5902 0.6687 0.05
H -15.63953 -14.79054 15.20193 -0.1495 0.0413 -0.0987 0.13
```
Positions in Å, forces in eV/Å.

Values from the calculation:
Net charge ... 0
Relative energy (zero: lowest compared OMol25 entry of this formula, charge and spin) ... 914.7 kcal/mol
Energy ... -2652.85061 a.u.
Frontier orbital gap ... 0.31679 Ha